C39H67ClFN3O22S3 as an isolated structure at a distorted geometry, computed with the ωB97M-V functional and the def2-TZVPD basis.

Each line ends with the Löwdin charge.
Cartesian coordinates (Å):
C1 1.578 1.600 -3.196  -0.09
C2 1.233 0.222 -3.793  -0.24
N1 1.721 -0.931 -2.987  -0.17
C3 2.199 -2.017 -3.857  -0.27
C4 1.135 -2.647 -4.783  -0.08
C5 0.847 -1.350 -2.022  -1.02
S1 0.696 -2.898 -1.493  0.71
S2 -0.171 -0.098 -1.216  0.89
C6 -1.855 -0.455 -1.820  -0.43
C7 -2.731 0.693 -1.254  -0.23
C8 -3.678 0.204 -0.144  -0.16
C9 -3.069 0.194 1.224  -0.19
C10 -3.146 1.209 2.129  -0.46
Cl1 -3.985 2.680 1.718  0.82
C11 -2.561 1.107 3.427  -0.23
F1 -2.679 2.180 4.231  0.05
C12 -1.900 0.014 3.888  -0.09
C13 -1.322 -0.101 5.267  -0.14
C14 0.119 0.392 5.370  -0.15
C15 0.605 0.148 6.813  -0.25
O1 2.009 0.097 6.922  -0.18
C16 2.550 1.387 7.162  -0.11
C17 -1.777 -1.059 2.950  -0.30
N2 -1.149 -2.215 3.179  -0.19
S3 -1.296 -3.060 1.805  1.03
N3 -2.147 -2.052 0.930  -0.22
C18 -2.353 -0.954 1.659  -0.31
H1 1.941 1.515 -2.178  0.06
H2 2.250 2.166 -3.838  0.07
H3 0.656 2.179 -3.162  0.06
H4 0.171 0.135 -4.007  0.09
H5 1.748 0.161 -4.749  0.11
H6 2.969 -1.586 -4.496  0.11
H7 2.698 -2.800 -3.298  0.09
H8 1.542 -2.723 -5.788  0.07
H9 0.890 -3.645 -4.431  0.05
H10 0.202 -2.088 -4.818  0.07
H11 -2.183 -1.431 -1.476  0.05
H12 -1.885 -0.449 -2.907  0.07
H13 -3.360 1.039 -2.072  0.11
H14 -2.099 1.509 -0.909  0.08
H15 -4.063 -0.797 -0.332  0.12
H16 -4.557 0.846 -0.132  0.09
H17 -1.937 0.474 5.960  0.13
H18 -1.333 -1.155 5.537  0.11
H19 0.215 1.458 5.157  0.11
H20 0.810 -0.152 4.726  0.13
H21 0.145 0.878 7.488  0.13
H22 0.224 -0.832 7.109  0.12
H23 3.630 1.288 7.138  0.09
H24 2.207 1.813 8.109  0.09
H25 2.222 2.072 6.374  0.08
C19 -1.297 -5.579 -1.862  -0.06
O2 -1.166 -6.975 -2.163  -0.02
C20 -1.364 -7.278 -3.442  -0.62
O3 -1.635 -6.505 -4.323  0.13
O4 -1.215 -8.599 -3.581  0.00
C21 -1.403 -9.072 -4.916  -0.04
H26 -1.115 -5.460 -0.796  0.08
H27 -0.561 -4.997 -2.411  0.03
H28 -2.305 -5.231 -2.088  0.11
H29 -0.671 -8.626 -5.588  0.10
H30 -2.412 -8.858 -5.261  0.10
H31 -1.254 -10.147 -4.890  0.09
C22 1.480 5.550 -7.564  -0.04
O5 2.076 5.254 -6.301  0.00
C23 3.360 5.610 -6.207  -0.63
O6 4.010 6.135 -7.072  0.13
O7 3.791 5.281 -4.992  0.00
C24 5.163 5.605 -4.744  -0.03
H32 0.448 5.214 -7.509  0.09
H33 1.498 6.621 -7.757  0.10
H34 1.987 5.015 -8.365  0.10
H35 5.326 6.677 -4.824  0.10
H36 5.814 5.070 -5.433  0.10
H37 5.387 5.290 -3.729  0.09
C25 -5.390 3.819 4.707  -0.06
O8 -6.248 3.964 5.844  0.01
C26 -5.636 4.420 6.934  -0.62
O9 -4.470 4.704 7.026  0.12
O10 -6.540 4.508 7.912  0.00
C27 -6.017 4.988 9.151  -0.04
H38 -6.003 3.443 3.893  0.08
H39 -4.969 4.781 4.417  0.10
H40 -4.601 3.107 4.914  0.07
H41 -5.617 5.994 9.036  0.10
H42 -5.247 4.317 9.529  0.10
H43 -6.846 5.011 9.852  0.09
C28 0.744 -6.354 3.638  -0.04
O11 0.602 -7.722 3.261  0.00
C29 0.417 -7.883 1.947  -0.65
O12 0.381 -7.001 1.131  0.10
O13 0.277 -9.184 1.698  0.01
C30 0.061 -9.485 0.319  -0.03
H44 0.885 -6.323 4.715  0.09
H45 1.611 -5.908 3.154  0.10
H46 -0.159 -5.803 3.379  0.07
H47 0.909 -9.163 -0.282  0.11
H48 -0.854 -9.015 -0.037  0.03
H49 -0.038 -10.565 0.247  0.10
C31 8.937 9.802 -4.281  -0.04
O14 9.759 9.102 -3.345  0.01
C32 9.333 7.875 -3.053  -0.62
O15 8.351 7.343 -3.503  0.12
O16 10.181 7.337 -2.178  0.01
C33 9.845 6.009 -1.773  -0.04
H50 9.392 10.777 -4.428  0.09
H51 8.903 9.275 -5.232  0.10
H52 7.931 9.933 -3.886  0.10
H53 9.847 5.334 -2.628  0.10
H54 8.874 5.992 -1.280  0.10
H55 10.609 5.695 -1.068  0.09
C34 -1.034 6.930 -3.434  -0.04
O17 -1.432 6.973 -2.063  0.01
C35 -1.508 5.777 -1.479  -0.62
O18 -1.276 4.720 -2.006  0.12
O19 -1.885 5.953 -0.215  0.01
C36 -1.999 4.733 0.527  -0.08
H56 -1.012 7.958 -3.785  0.09
H57 -0.040 6.497 -3.533  0.10
H58 -1.753 6.365 -4.026  0.10
H59 -1.035 4.226 0.572  0.10
H60 -2.742 4.089 0.077  0.03
H61 -2.307 4.994 1.534  0.08
C37 -3.002 -8.434 -0.346  -0.01
O20 -3.747 -8.440 0.878  0.03
C38 -3.103 -7.880 1.899  -0.57
O21 -2.001 -7.397 1.862  0.13
O22 -3.889 -7.944 2.975  0.02
C39 -3.314 -7.373 4.151  -0.03
H62 -3.622 -8.915 -1.098  0.11
H63 -2.793 -7.420 -0.657  0.09
H64 -2.077 -8.996 -0.238  0.05
H65 -3.110 -6.313 4.005  0.09
H66 -2.401 -7.898 4.428  0.10
H67 -4.047 -7.489 4.945  0.09

Calculated values
E_HOMO   -7.98 eV
Charge   0
Orbital gap   7.44 eV